1.
{"formula": "C29H30BClF24N3O9P", "method": "ωB97M-V/def2-TZVPD", "symbols": ["C", "C", "N", "C", "C", "C", "C", "N", "C", "C", "C", "O", "O", "B", "O", "N", "C", "C", "C", "P", "O", "Cl", "C", "C", "O", "O", "H", "H", "H", "H", "H", "H", "H", "H", "H", "H", "H", "H", "H", "H", "H", "H", "H", "H", "C", "C", "C", "F", "F", "F", "F", "O", "C", "C", "F", "F", "F", "F", "H", "H", "H", "H", "C", "C", "C", "F", "F", "F", "F", "O", "C", "C", "F", "F", "F", "F", "H", "H", "H", "H", "C", "C", "C", "F", "F", "F", "F", "O", "C", "C", "F", "F", "F", "F", "H", "H", "H", "H"], "xyz": [[0.9587, -4.2204, 0.1043], [1.5613, -3.7305, -1.0030], [0.7457, -3.6063, -2.2086], [0.1639, -2.4026, -2.5573], [0.3373, -1.1006, -1.7302], [0.6937, 0.1660, -2.5829], [0.0613, 1.5464, -2.1602], [1.4885, 0.1978, -3.5793], [-0.6771, -2.3151, -3.7386], [-0.8944, -3.5135, -4.5365], [-1.8294, -3.5453, -5.8045], [-1.5360, -3.0686, -6.8449], [-3.0586, -4.1606, -5.5692], [-3.6695, -3.5181, -4.4163], [-4.2449, -2.2474, -4.6731], [-3.6113, -4.1566, -3.1205], [-3.6332, -5.6439, -3.2047], [-4.6368, -3.6453, -2.1691], [-0.2345, -4.7880, -4.1828], [-0.5281, -6.2688, -5.3063], [0.8705, -6.3070, -6.2669], [-0.6180, -8.0463, -4.2097], [0.5913, -4.7595, -2.9747], [1.3129, -6.0545, -2.4760], [0.7051, -6.7878, -1.6859], [2.4874, -6.3300, -2.8632], [0.0308, -4.8430, 0.0666], [1.3934, -4.0765, 1.1257], [2.6382, -3.4720, -0.9310], [-0.6364, -0.8731, -1.2102], [1.1009, -1.2272, -0.9206], [-0.9772, 1.4421, -1.7623], [0.0177, 2.2526, -3.0341], [0.7622, 2.0226, -1.4213], [1.8315, -0.7601, -3.7408], [-1.1435, -1.3463, -4.0059], [-3.8809, -1.6092, -4.0349], [-3.5664, -6.0372, -2.1521], [-2.6859, -5.9654, -3.7043], [-4.4988, -6.0675, -3.7716], [-5.4668, -3.0657, -2.6368], [-5.1235, -4.5240, -1.6556], [-4.0984, -3.0953, -1.3586], [1.4713, -5.6312, -5.9000], [-4.3841, 0.9608, 2.7824], [-5.6992, 0.2502, 3.1562], [-5.6699, -1.2807, 3.1658], [-5.3272, -1.8070, 1.9736], [-6.9019, -1.7626, 3.4636], [-6.6882, 0.7133, 2.3582], [-6.0181, 0.6551, 4.4192], [-4.2182, 1.3746, 1.4237], [-3.7815, 0.4259, 0.5013], [-4.8509, 0.0664, -0.5384], [-5.9982, -0.3392, 0.0381], [-4.4174, -0.9560, -1.3202], [-3.2999, -0.6505, 1.1515], [-2.7252, 0.9791, -0.1410], [-4.3847, 1.8979, 3.3404], [-3.5080, 0.4207, 3.1467], [-4.9764, -1.6513, 3.9259], [-5.0801, 0.9244, -1.1727], [0.7906, 1.8495, 4.3711], [0.0189, 0.8191, 3.5251], [0.7728, 0.2058, 2.3421], [1.1952, 1.1242, 1.4531], [-0.0453, -0.6399, 1.6648], [-1.1520, 1.3700, 3.1242], [-0.3180, -0.2041, 4.3621], [0.5928, 3.2321, 4.0677], [1.3263, 3.7811, 3.0152], [0.4511, 4.1774, 1.8190], [-0.2968, 3.1411, 1.3828], [1.2215, 4.5727, 0.7821], [2.3284, 2.9447, 2.6825], [1.9194, 4.8958, 3.5087], [0.4052, 1.7485, 5.3863], [1.8511, 1.6032, 4.4503], [1.6361, -0.3711, 2.6853], [-0.2241, 4.9917, 2.0879], [5.8103, 7.0879, 3.1727], [5.1265, 6.5970, 1.8817], [4.6039, 5.1585, 1.8901], [5.5698, 4.2490, 2.1286], [4.0740, 4.8509, 0.6788], [5.9624, 6.8061, 0.8393], [4.0535, 7.4145, 1.6703], [7.2359, 7.0165, 3.2364], [7.8162, 5.7954, 3.5868], [8.5952, 5.1533, 2.4325], [7.8305, 5.0119, 1.3304], [9.0193, 3.9155, 2.7811], [6.8771, 4.9797, 4.1046], [8.6772, 6.0609, 4.5932], [5.6018, 8.1569, 3.2294], [5.3478, 6.6660, 4.0670], [3.8188, 5.0386, 2.6339], [9.4615, 5.7613, 2.1664]], "forces_ev_per_a": [[0.1, 0.0, -0.2], [-0.6, -0.2, 2.5], [0.0, -0.6, -1.4], [-1.3, 0.6, -1.7], [-0.2, 0.0, 0.3], [-0.4, 1.2, -0.2], [0.4, -0.4, -0.2], [-0.5, -1.0, 0.8], [1.1, -2.2, 0.6], [1.0, -1.2, 0.9], [-0.9, -0.2, 1.0], [0.4, 0.0, -0.2], [1.0, 1.3, 1.1], [0.0, 0.1, 0.0], [1.4, -0.8, 0.6], [-2.2, 0.0, -1.8], [1.5, -0.4, 0.6], [0.1, -0.8, 1.3], [0.8, 2.5, 2.1], [-0.2, -0.2, -1.8], [-1.1, 0.7, 2.0], [0.6, 0.9, -0.2], [-0.7, -0.1, -1.3], [2.5, -2.4, 0.7], [-1.5, 1.4, 0.0], [-1.6, 2.3, -0.8], [0.6, 1.1, -0.1], [0.1, -0.6, -1.3], [-1.0, 0.4, -0.8], [0.9, -0.4, -0.4], [-0.6, 0.1, -0.7], [1.0, 0.0, 0.0], [0.2, -1.0, 0.7], [-0.9, -0.5, -0.4], [0.1, 0.3, -0.2], [0.5, -0.8, 0.2], [-0.7, -0.2, -0.1], [-0.3, 0.2, -1.1], [-1.0, 0.1, 0.3], [0.6, 0.4, 0.6], [0.9, -0.2, 0.3], [0.5, 0.8, -0.6], [-0.8, -0.2, -0.7], [0.3, -0.6, -0.2], [0.5, 0.5, 0.4], [-0.1, 0.7, -0.6], [-0.4, -0.6, 0.4], [0.0, 0.1, 0.1], [0.0, 0.3, 0.1], [0.0, -0.2, 0.0], [0.3, -0.3, 0.1], [-0.4, -1.0, -0.4], [0.5, 0.7, 1.4], [-0.6, 0.0, -0.4], [0.2, 0.1, 0.0], [0.3, 0.4, 0.1], [0.0, -0.2, -0.6], [-0.2, -0.1, -0.3], [-0.2, 0.0, -0.1], [-0.2, -0.2, -0.1], [0.1, 0.1, 0.0], [0.2, 0.1, 0.0], [0.2, 0.2, 0.8], [-0.4, 0.7, 0.2], [0.1, -0.6, -0.4], [-0.1, -0.1, 0.1], [-0.2, 0.0, 0.2], [0.1, -0.1, -0.2], [0.4, -0.1, -0.1], [0.1, -0.2, -1.1], [0.2, -0.8, 1.3], [-0.4, 0.3, -0.6], [0.1, 0.1, 0.2], [0.2, 0.0, 0.3], [0.1, 0.4, -0.4], [-0.4, 0.1, -0.2], [-0.2, 0.0, -0.1], [-0.1, 0.0, -0.3], [0.0, 0.1, 0.2], [0.1, 0.0, 0.2], [0.0, 0.6, 0.5], [0.8, 0.4, -0.2], [-0.5, -0.4, -0.3], [-0.1, 0.1, 0.0], [0.1, 0.3, 0.0], [-0.1, -0.2, 0.0], [-0.2, -0.3, 0.3], [-0.1, -1.1, -0.4], [-0.9, 1.0, 0.7], [0.4, -0.3, -0.6], [0.1, 0.2, 0.2], [-0.1, 0.2, 0.3], [0.4, -0.3, 0.0], [0.3, -0.1, -0.3], [0.1, 0.0, -0.2], [0.0, -0.2, -0.2], [0.1, 0.2, 0.1], [0.0, 0.1, 0.2]], "total_charge": 0, "spin_multiplicity": 1, "e_lumo_ev": -1.406}


2.
{"formula": "C29H30BrMoN4O2", "method": "ωB97M-V/def2-TZVPD", "symbols": ["Mo", "C", "C", "C", "N", "C", "C", "C", "C", "C", "C", "C", "N", "C", "C", "C", "N", "C", "C", "C", "C", "C", "C", "C", "N", "C", "C", "H", "H", "H", "H", "H", "H", "H", "H", "H", "H", "H", "H", "H", "H", "H", "H", "H", "H", "H", "H", "H", "H", "H", "H", "H", "H", "Br", "C", "C", "C", "C", "C", "C", "C", "O", "O", "H", "H", "H", "H"], "xyz": [[-0.3656, 0.4337, -0.0717], [-0.9211, -3.0412, 1.5252], [-0.4424, -2.2126, 2.7229], [-0.9060, -0.7546, 2.7165], [-0.0174, 0.1228, 1.9082], [1.1196, 0.6153, 2.4609], [1.5170, 0.2712, 3.7724], [2.5539, 0.7377, 4.5418], [3.5272, 1.7050, 4.2416], [3.6853, 2.3841, 3.0530], [2.9370, 2.2686, 1.8805], [1.8422, 1.4751, 1.5772], [1.3081, 1.4144, 0.2913], [1.6451, 2.4428, -0.7041], [0.7374, 3.6282, -0.3669], [-0.7243, 3.4243, -0.7161], [-1.3496, 2.1130, -0.3605], [-2.7282, 2.0259, -0.5480], [-3.4912, 3.1286, -0.9381], [-4.8605, 3.2460, -1.1133], [-5.8710, 2.2993, -0.9551], [-5.7207, 0.9665, -0.6274], [-4.5438, 0.2670, -0.3761], [-3.2368, 0.7144, -0.3406], [-2.1859, -0.1606, -0.1290], [-2.3316, -1.6173, -0.1458], [-0.9840, -2.3265, 0.1688], [-0.2651, -3.9054, 1.4280], [-1.9170, -3.4425, 1.7254], [-0.7984, -2.6920, 3.6352], [0.6492, -2.2342, 2.7723], [-1.9118, -0.6649, 2.3139], [-0.9680, -0.3492, 3.7252], [0.9192, -0.4834, 4.2605], [2.6244, 0.2981, 5.5300], [4.2360, 1.9309, 5.0294], [4.5035, 3.0925, 3.0083], [3.2998, 2.9048, 1.0872], [2.6897, 2.7336, -0.6875], [1.4446, 2.0405, -1.6941], [0.8456, 3.8617, 0.6950], [1.0728, 4.5076, -0.9191], [-1.2788, 4.2170, -0.2154], [-0.8575, 3.5354, -1.7964], [-2.9542, 4.0392, -1.1504], [-5.1897, 4.2328, -1.4178], [-6.8832, 2.6440, -1.1289], [-6.6308, 0.3807, -0.5744], [-4.6815, -0.7893, -0.1795], [-3.0789, -1.9466, 0.5797], [-2.6861, -1.9065, -1.1384], [-0.8161, -3.0578, -0.6223], [-0.0697, -1.6941, 0.0549], [1.9293, -3.0103, -7.6148], [1.1797, -2.0798, -6.1864], [1.8868, -1.9803, -4.9889], [1.3298, -1.2931, -3.9315], [0.0656, -0.7070, -4.0653], [-0.6331, -0.8098, -5.2767], [-0.0783, -1.4947, -6.3348], [-0.5753, 0.0124, -2.9865], [-1.6388, 0.5629, -2.9529], [0.2126, 0.0614, -1.7760], [2.8617, -2.4373, -4.8996], [1.8803, -1.2095, -3.0047], [-1.6067, -0.3488, -5.3730], [-0.6072, -1.5808, -7.2731]], "forces_ev_per_a": [[-0.6, 0.3, -0.2], [0.0, 0.0, 0.0], [0.0, 0.0, -0.1], [0.1, -0.1, 0.0], [0.2, 0.0, 0.4], [-0.4, -0.2, 0.0], [0.1, 0.0, 0.2], [0.0, 0.0, -0.1], [0.0, 0.0, -0.1], [0.0, 0.0, 0.1], [0.2, 0.1, 0.0], [-0.1, 0.0, -0.5], [0.6, 0.4, 0.3], [0.0, 0.1, 0.1], [0.0, -0.1, 0.0], [-0.1, 0.0, 0.0], [0.2, 0.0, 0.0], [0.1, 0.1, 0.0], [0.0, 0.0, 0.0], [-0.1, -0.1, 0.0], [0.1, 0.1, 0.0], [0.0, 0.0, 0.0], [-0.1, -0.1, 0.0], [0.1, 0.0, 0.0], [-0.2, -0.3, 0.0], [0.0, 0.0, 0.0], [-0.2, -0.2, 0.0], [0.0, 0.0, 0.0], [0.0, 0.0, 0.0], [0.0, 0.0, 0.0], [0.0, 0.0, 0.0], [0.0, 0.0, 0.0], [0.0, 0.0, 0.0], [0.0, 0.0, 0.0], [0.0, 0.0, 0.0], [0.0, 0.0, 0.0], [0.0, 0.0, 0.0], [0.0, 0.0, -0.1], [0.1, -0.1, 0.1], [0.0, 0.0, 0.0], [0.0, 0.0, 0.0], [0.0, 0.0, 0.0], [0.0, 0.0, 0.0], [0.0, 0.0, 0.0], [0.0, 0.0, 0.0], [0.0, 0.0, 0.0], [0.0, 0.0, 0.0], [0.0, 0.0, 0.0], [0.0, 0.0, 0.0], [0.0, 0.0, 0.0], [0.0, 0.0, 0.0], [0.0, 0.0, 0.0], [0.1, 0.0, 0.0], [0.0, 0.0, -0.1], [0.0, 0.0, 0.0], [0.0, 0.0, 0.0], [0.1, 0.0, 0.0], [0.0, 0.0, 0.1], [0.0, 0.0, 0.0], [0.0, 0.0, 0.0], [-0.2, 0.1, -0.2], [0.1, -0.1, 0.0], [0.1, -0.3, 0.0], [0.0, 0.0, 0.0], [0.0, 0.0, 0.0], [0.0, 0.0, 0.0], [0.0, 0.0, 0.0]], "e_above_lowest_ev": 0.000, "total_charge": 3, "spin_multiplicity": 1, "e_lumo_ev": [-11.062, -11.726]}


3.
{"formula": "C29H30FeN", "method": "ωB97M-V/def2-TZVPD", "symbols": ["C", "N", "C", "C", "C", "C", "C", "C", "C", "C", "C", "C", "C", "H", "H", "H", "H", "H", "H", "H", "H", "H", "H", "H", "H", "H", "H", "H", "C", "C", "C", "C", "C", "Fe", "C", "C", "C", "C", "C", "C", "C", "C", "C", "C", "C", "C", "H", "H", "H", "H", "H", "H", "H", "H", "H", "H", "H", "H", "H", "H", "H"], "xyz": [[1.6302, -1.2696, 2.6652], [1.0135, -0.0027, 3.0586], [1.0186, 1.0833, 2.1468], [1.7096, 1.1597, 0.9956], [1.5499, 2.5002, 0.3410], [0.7566, 3.3627, 1.3446], [0.2535, 2.3531, 2.3925], [0.4691, 0.1283, 4.3916], [1.2733, 0.5470, 5.4513], [0.7472, 0.7031, 6.7132], [-0.5900, 0.4461, 6.9433], [-1.4006, 0.0351, 5.9037], [-0.8795, -0.1219, 4.6399], [1.5194, -2.0062, 3.4598], [1.1477, -1.6569, 1.7680], [2.6936, -1.1305, 2.4719], [2.3455, 0.3779, 0.6234], [2.5237, 2.9475, 0.1007], [1.0051, 2.3958, -0.6065], [1.4071, 4.1138, 1.8130], [-0.0662, 3.9063, 0.8642], [-0.8188, 2.1571, 2.2719], [0.3981, 2.7091, 3.4194], [2.3124, 0.7499, 5.2638], [1.3778, 1.0296, 7.5231], [-1.0008, 0.5696, 7.9318], [-2.4443, -0.1602, 6.0828], [-1.5048, -0.4382, 3.8249], [-4.1451, 0.2420, -3.3411], [-3.5357, -1.0279, -2.9998], [-2.8303, -1.5164, -4.1683], [-3.0115, -0.5517, -5.2357], [-3.8228, 0.5357, -4.7234], [-2.0568, 0.3599, -3.6136], [-0.5025, 1.7656, -3.8931], [-1.3644, 2.1455, -2.7376], [-1.3559, 1.1005, -1.8074], [-0.4513, 0.0039, -2.3199], [-0.1606, -1.1770, -1.6460], [1.0206, -2.0102, -1.8343], [1.0372, -3.3630, -1.4651], [2.2181, -4.0738, -1.4212], [3.4100, -3.4555, -1.7439], [3.4153, -2.1356, -2.1472], [2.2373, -1.4260, -2.2032], [0.0504, 0.5035, -3.6539], [-4.8256, 0.8151, -2.7098], [-3.6403, -1.5539, -2.0493], [-2.3629, -2.4978, -4.2663], [-2.6520, -0.6520, -6.2604], [-4.2302, 1.3593, -5.3110], [-0.3253, 2.3834, -4.7769], [-1.8733, 3.1070, -2.6207], [-1.8614, 1.0928, -0.8393], [-0.8016, -1.4160, -0.8141], [0.1127, -3.8422, -1.1948], [2.2166, -5.1105, -1.1219], [4.3360, -4.0030, -1.6777], [4.3498, -1.6599, -2.3966], [2.2548, -0.3854, -2.4719], [0.7036, -0.0455, -4.3343]], "forces_ev_per_a": [[-0.3, 0.6, 0.1], [-0.6, 0.4, 0.1], [0.8, -0.6, 0.1], [-0.2, 0.0, 0.9], [0.1, 0.0, -0.8], [0.1, -0.2, 0.1], [-0.5, 0.1, 0.7], [0.2, 0.2, -0.7], [0.0, -0.2, -0.6], [0.0, 0.0, 0.3], [-0.1, 0.0, 0.2], [-0.2, 0.0, 0.2], [0.4, 0.0, -0.5], [-0.1, 0.1, 0.1], [0.1, 0.0, -0.2], [0.2, -0.1, -0.1], [0.1, -0.2, -0.3], [-0.1, 0.0, 0.0], [0.1, 0.1, 0.0], [-0.1, -0.2, -0.1], [0.2, -0.2, 0.1], [0.0, 0.0, 0.1], [-0.1, 0.0, -0.1], [0.3, 0.1, -0.1], [0.1, 0.1, 0.2], [-0.1, 0.0, 0.2], [-0.2, 0.0, 0.0], [-0.2, -0.1, -0.3], [-0.8, -1.2, -1.2], [-1.0, 0.1, -1.0], [-1.1, 0.2, -0.2], [-1.1, -0.1, 0.3], [-1.1, -1.3, 0.1], [-0.2, -0.3, -0.4], [0.2, 1.1, 0.9], [1.0, 0.6, -0.9], [2.0, -1.1, 0.2], [0.8, 3.1, -0.7], [0.7, -0.9, -0.1], [-0.9, 0.7, 0.5], [0.0, 0.0, 0.1], [-0.2, 0.0, 0.0], [0.5, -0.4, 0.0], [0.0, 0.1, -0.1], [0.3, 0.1, -0.2], [0.6, -0.2, 2.0], [0.4, -0.1, -0.1], [0.1, 0.3, -0.3], [0.0, 0.5, 0.1], [-0.1, 0.1, 0.4], [0.3, -0.1, 0.3], [-0.1, -0.2, 0.4], [0.2, -0.5, -0.1], [0.2, -0.1, -0.4], [-0.3, -0.3, 0.1], [-0.3, -0.1, 0.1], [0.0, -0.2, 0.1], [0.2, -0.1, 0.0], [0.2, 0.2, -0.1], [-0.1, 0.3, -0.1], [-0.3, 0.1, 0.3]], "e_above_lowest_ev": 0.000, "total_charge": -1, "spin_multiplicity": 5, "e_lumo_ev": [2.477, 2.477]}


Asked for largest force on an atom across the records above, the calculation gives 3.491; 0.808; 3.307 eV/Å in order.